1.
A cluster of 2 separate species, C4H8N in total at a distorted geometry, computed with ωB97M-V with the def2-TZVPD basis set.

Geometry as XYZ:
```
13
Properties=species:S:1:pos:R:3:nbo_charge:R:1
C -2.47740 -0.90578 -0.70438 -0.060
C -0.85589 0.86156 0.17815 0.042
C 1.62571 0.94607 0.25584 -0.221
C 1.32110 -0.55208 0.41086 -0.180
N 0.40405 0.48494 -0.36270 -0.521
H -3.12200 -1.02341 0.10480 0.118
H -2.84242 -1.35256 -1.60895 0.140
H -1.12427 0.68927 1.23610 0.164
H 1.70686 1.56195 1.14758 0.271
H 2.43771 0.91487 -0.36981 0.248
H 1.88759 -1.22483 -0.23071 0.252
H 0.86529 -0.87152 1.36650 0.251
H 0.17368 0.47152 -1.42328 0.496
```

Results
HOMO energy (spin up / spin down): -13.2 / -13.5 eV
Relative energy (zero: lowest compared OMol25 entry of this formula, charge and spin): 879.64 kJ/mol
E_tot: -5750.7473 eV
E_LUMO (spin up / spin down): -0.213 / -0.191 Eh
Max |F|: 3.3 eV/A
Net charge: +1

2.
A cluster of 2 separate species, C4H8N in total at a distorted geometry, computed with ωB97M-V with the def2-TZVPD basis set.

Geometry as XYZ:
```
13
Properties=species:S:1:pos:R:3:nbo_charge:R:1
C -0.77508 1.27384 0.37781 -0.394
C 0.33144 1.19530 -0.70529 -0.387
C 0.58990 -1.19706 0.92823 -0.190
C 0.10137 0.07698 0.28109 0.049
N -0.27259 -1.17854 -0.20709 -0.522
H -0.51226 2.02251 1.15621 0.283
H -1.72879 1.03221 -0.18043 0.249
H 0.02664 0.88450 -1.68693 0.211
H 1.19443 1.86754 -0.76452 0.264
H 1.64225 -1.60388 0.78463 0.254
H 0.22048 -1.53532 1.80122 0.242
H 0.43942 -1.24238 -1.53166 0.473
H -1.25723 -1.59570 -0.25328 0.466
```

Results
HOMO energy: -15.6 eV
Relative energy (zero: lowest compared OMol25 entry of this formula, charge and spin): 398.22 kJ/mol
E_tot: -5755.7369 eV
E_LUMO: -0.208 Eh
Max |F|: 7.2 eV/A
Net charge: +1

3.
An isolated molecule of C4H8N2, computed with ωB97M-V with the def2-TZVPD basis set.

Geometry as XYZ:
```
14
Properties=species:S:1:pos:R:3:nbo_charge:R:1
C 1.95651 0.01747 0.39288 -0.425
N 0.58693 -0.53578 0.45631 -0.603
C -0.40409 0.02926 -0.43479 -0.146
C -1.78091 -0.70167 -0.42059 -0.596
C -0.59885 1.45904 -0.10032 0.256
N -0.64260 2.53953 0.30292 -0.336
H 2.30685 0.04658 -0.64712 0.197
H 2.60414 -0.69084 0.93011 0.208
H 2.14053 1.02595 0.82381 0.188
H 0.27466 -0.49862 1.42727 0.364
H -0.04077 -0.02850 -1.47701 0.228
H -2.50786 -0.25425 -1.12078 0.225
H -1.65844 -1.75119 -0.70626 0.225
H -2.23608 -0.65697 0.57357 0.214
```

Results
HOMO energy: -9.6 eV
Relative energy (zero: lowest compared OMol25 entry of this formula, charge and spin): 58.58 kJ/mol
E_tot: -7257.2682 eV
E_LUMO: 0.035 Eh
Max |F|: 0.8 eV/A
Net charge: 0
SMILES string: CN[C@@H](C)C#N

4.
A cluster of 2 separate species, C4H8N2 in total at a distorted geometry, computed with ωB97M-V with the def2-TZVPD basis set.

Geometry as XYZ:
```
14
Properties=species:S:1:pos:R:3:nbo_charge:R:1
C 0.28814 -0.93699 1.20938 0.200
C -1.00777 1.16427 0.40388 -0.646
C 2.05321 0.16237 -0.53599 -0.560
C -0.61688 -0.30713 0.25483 0.100
N 0.88544 -1.44367 2.08088 -0.351
N -1.23985 -1.05141 -0.70120 -0.785
H -1.70583 1.35308 1.28387 0.235
H -0.08519 1.82477 0.39644 0.236
H -1.51757 1.46051 -0.51140 0.210
H 2.04830 0.84089 0.36450 0.193
H 1.45844 0.50470 -1.38276 0.154
H 2.29625 -0.90798 -0.66683 0.191
H -1.09292 -2.09124 -0.72041 0.416
H -1.76377 -0.57217 -1.47520 0.407
```

Results
HOMO energy (spin up / spin down): -8.4 / -7.0 eV
Relative energy (zero: lowest compared OMol25 entry of this formula, charge and spin): 386.24 kJ/mol
E_tot: -7253.8723 eV
E_LUMO (spin up / spin down): 0.014 / 0.015 Eh
Max |F|: 2.0 eV/A
Net charge: 0

5.
An isolated molecule of C4H8N2, computed with ωB97M-V with the def2-TZVPD basis set.

Geometry as XYZ:
```
14
Properties=species:S:1:pos:R:3:nbo_charge:R:1
C -0.28872 1.31564 0.52361 -0.426
N -0.38373 0.07403 -0.23507 -0.354
C -1.44008 -0.86087 0.11696 -0.403
C 0.67511 -0.30688 -0.95104 0.007
C 2.04236 -0.08035 -0.40296 -0.082
N 2.84617 0.65444 0.10364 -0.420
H -1.17979 1.42597 1.14459 0.207
H -0.21966 2.16638 -0.15862 0.218
H 0.61377 1.31434 1.14990 0.235
H -1.27177 -1.25223 1.13009 0.202
H -1.43172 -1.69994 -0.58237 0.213
H -2.41833 -0.37362 0.08178 0.208
H 0.54629 -1.11588 -1.66401 0.210
H 1.91009 -1.26102 -0.25650 0.185
```

Results
HOMO energy (spin up / spin down): -7.4 / -7.4 eV
Relative energy (zero: lowest compared OMol25 entry of this formula, charge and spin): 385.83 kJ/mol
E_tot: -7253.8765 eV
E_LUMO (spin up / spin down): 0.012 / 0.012 Eh
Max |F|: 0.8 eV/A
Net charge: 0

6.
An isolated molecule of C4H8N2 at a distorted geometry, computed with ωB97M-V with the def2-TZVPD basis set.

Geometry as XYZ:
```
14
Properties=species:S:1:pos:R:3:nbo_charge:R:1
C 0.50487 -0.43462 -0.00789 -0.003
C 1.74961 -0.08008 0.90299 -0.693
C -1.19152 0.71068 -1.39552 -0.625
C -0.67862 0.51566 -0.03491 -0.539
N -0.67726 -2.86220 1.16752 0.063
N -0.26178 -1.84773 0.80759 0.054
H 1.49111 -0.06206 2.01032 0.205
H 1.92914 0.97868 0.52441 0.226
H 2.63347 -0.65536 0.65560 0.224
H -1.15158 1.75663 -1.72003 0.211
H -2.15357 0.19248 -1.72791 0.212
H -0.46979 0.20331 -2.07060 0.230
H -1.52223 0.12487 0.63840 0.226
H -0.20185 1.45974 0.25003 0.209
```

Results
HOMO energy (spin up / spin down): -7.7 / -7.7 eV
Relative energy (zero: lowest compared OMol25 entry of this formula, charge and spin): 396.03 kJ/mol
E_tot: -7253.7708 eV
E_LUMO (spin up / spin down): 0.020 / 0.020 Eh
Max |F|: 6.9 eV/A
Net charge: 0

7.
An isolated molecule of C4H8N2 at a distorted geometry, computed with ωB97M-V with the def2-TZVPD basis set.

Geometry as XYZ:
```
14
Properties=species:S:1:pos:R:3:nbo_charge:R:1
C -1.22135 -0.68299 0.15700 -0.294
C 1.26709 -0.64110 0.11678 -0.277
C 1.22234 0.77025 0.01562 -0.225
C -1.24387 0.78812 -0.06104 -0.194
H -2.11369 -1.19122 -0.26011 0.216
H -1.31580 -0.91414 1.23520 0.192
H 0.00402 -1.25156 -1.28588 0.334
H 1.34964 -0.93023 1.33965 0.169
H 2.19189 -1.01587 -0.40343 0.222
H 1.99440 1.48339 0.02681 0.200
H 0.10256 2.28425 -0.54306 0.419
H -2.21089 1.37494 0.07280 0.209
N 0.00156 -1.45268 -0.32269 -0.571
N -0.02790 1.37883 -0.08768 -0.401
```

Results
HOMO energy: -6.3 eV
Relative energy (zero: lowest compared OMol25 entry of this formula, charge and spin): 339.42 kJ/mol
E_tot: -7254.3576 eV
E_LUMO: 0.032 Eh
Max |F|: 5.3 eV/A
Net charge: 0

8.
An isolated molecule of C4H8N2 at a distorted geometry, computed with ωB97M-V with the def2-TZVPD basis set.

Geometry as XYZ:
```
14
Properties=species:S:1:pos:R:3:nbo_charge:R:1
C -1.88367 1.12474 0.18655 -0.483
C -2.01928 -0.10207 -0.24352 -0.026
C 0.81300 0.32755 -0.37562 0.100
C 2.33644 0.25094 -0.01797 -0.723
N -1.06201 -1.14681 -0.04021 -0.464
N 0.27660 -0.71176 0.18522 -0.429
H -2.78297 1.77640 0.26120 0.211
H -0.91846 1.60965 0.54499 0.232
H -2.90926 -0.55025 -0.81771 0.211
H 2.90036 0.41595 -0.98947 0.238
H 2.65409 -0.75868 0.42113 0.161
H 2.59342 1.06637 0.76880 0.235
H -0.94818 -1.95542 -0.63966 0.377
H 0.94991 -1.34661 0.75627 0.360
```

Results
HOMO energy: -8.3 eV
Relative energy (zero: lowest compared OMol25 entry of this formula, charge and spin): 430.40 kJ/mol
E_tot: -7253.4146 eV
E_LUMO: 0.039 Eh
Max |F|: 3.3 eV/A
Net charge: 0

9.
An isolated molecule of C4H8N2 at a distorted geometry, computed with ωB97M-V with the def2-TZVPD basis set.

Geometry as XYZ:
```
14
Properties=species:S:1:pos:R:3:nbo_charge:R:1
H -3.02323 0.51049 0.24060 0.346
N -2.14884 0.97426 -0.00364 -0.599
C -1.16901 0.26209 -0.24404 0.284
C -0.70587 -1.10901 -0.07765 0.058
N -0.05951 -1.73792 -0.98343 -0.597
H 0.05450 -2.72795 -0.78877 0.348
C 0.36346 0.91573 -0.29126 -0.466
C 1.55521 0.49495 0.55416 -0.614
H -1.20449 -1.58806 0.78294 0.167
H 0.14332 1.96409 -0.09174 0.214
H 0.60594 0.83254 -1.34896 0.223
H 2.36695 1.20995 0.41356 0.222
H 1.92386 -0.47675 0.22826 0.213
H 1.29773 0.47558 1.60995 0.203
```

Results
HOMO energy: -9.1 eV
Relative energy (zero: lowest compared OMol25 entry of this formula, charge and spin): 217.29 kJ/mol
E_tot: -7255.6233 eV
E_LUMO: 0.017 Eh
Max |F|: 6.2 eV/A
Net charge: 0
SMILES string: [H]/N=C(\C=N\[H])CC

10.
An isolated molecule of C4H8N2 at a distorted geometry, computed with ωB97M-V with the def2-TZVPD basis set.

Geometry as XYZ:
```
14
Properties=species:S:1:pos:R:3:nbo_charge:R:1
C -1.21015 -0.68900 1.30520 -0.441
N -0.69711 -0.36123 0.03162 -0.325
C 0.57472 -0.88630 -0.00096 -0.211
C 1.43807 0.13064 -0.77013 -0.501
C 0.49768 1.23085 -0.69331 0.018
N -0.72090 0.92029 -0.29713 -0.198
H -0.75957 0.06759 2.15517 0.175
H -2.32867 -0.19758 1.46680 0.217
H -1.18524 -1.82762 1.67461 0.234
H 0.41284 -1.86279 -0.48823 0.213
H 1.21095 -1.15021 1.05590 0.169
H 1.57043 -0.18598 -1.76212 0.220
H 2.40036 0.24439 -0.48572 0.226
H 0.80305 2.28165 -0.80259 0.203
```

Results
HOMO energy: -8.2 eV
Relative energy (zero: lowest compared OMol25 entry of this formula, charge and spin): 340.93 kJ/mol
E_tot: -7254.3420 eV
E_LUMO: 0.040 Eh
Max |F|: 6.7 eV/A
Net charge: 0
SMILES string: CN1CCC=N1